[1]
Formula: C24H24FN3O2
Source: the Open Molecules 2025 dataset
Level of theory: the ωB97M-V functional and the def2-TZVPD basis

```
! wB97M-V def2-TZVPD RIJCOSX def2/J DEFGRID3
* xyz 0 1
O 0.97492 0.21901 -0.81850
C 0.63142 -0.06540 0.30528
N 0.74309 0.76663 1.38256
C 1.23247 2.07533 1.44021
C 1.23725 2.71553 2.67852
C 1.70014 4.00895 2.80017
C 2.16987 4.68665 1.68047
O 2.68760 5.94531 1.87779
C 2.48987 6.92659 0.95239
C 3.40792 7.97528 0.91803
C 3.19732 9.01395 0.03070
C 2.07680 8.97045 -0.78656
N 1.19631 7.98589 -0.74740
C 1.39015 6.99112 0.09585
C 2.18271 4.04718 0.44618
C 1.71448 2.75367 0.32431
C -0.01849 -1.39646 0.66764
C -1.54158 -1.22082 0.68046
C -2.22136 -2.55896 0.95572
N -1.85647 -3.51686 -0.06701
C -2.61306 -4.75119 0.02936
C -2.44780 -5.59013 -1.20943
C -2.46902 -4.98077 -2.45926
C -2.33245 -5.72854 -3.61307
C -2.18133 -7.09924 -3.50171
F -2.05019 -7.83974 -4.62433
C -2.15853 -7.73297 -2.27412
C -2.28948 -6.96666 -1.12888
C -0.42549 -3.75877 -0.05116
C 0.33188 -2.47285 -0.35687
H 0.42085 0.40740 2.27075
H 0.87194 2.19613 3.55353
H 1.70797 4.50702 3.75680
H 4.25731 7.95636 1.58380
H 3.88958 9.83968 -0.02422
H 1.86732 9.75625 -1.49900
H 0.63353 6.21692 0.09824
H 2.56764 4.56069 -0.42230
H 1.72552 2.26190 -0.63338
H 0.31892 -1.71342 1.66187
H -1.86040 -0.85751 -0.29728
H -1.84531 -0.49286 1.43615
H -1.94070 -2.91477 1.96661
H -3.30629 -2.42526 0.93483
H -2.33134 -5.34099 0.92139
H -3.67151 -4.48520 0.12976
H -2.58162 -3.90955 -2.51272
H -2.34302 -5.26783 -4.58817
H -2.03653 -8.80340 -2.22371
H -2.26918 -7.44966 -0.16267
H -0.10105 -4.15622 0.93066
H -0.19710 -4.50966 -0.81047
H 1.40570 -2.66481 -0.34902
H 0.05884 -2.11340 -1.34878
*
```

energy relative to the best compared isomer or geometry (same formula, charge and spin)	1.084	eV
largest force on an atom	0.6	eV Å⁻¹
M	405.5	g mol⁻¹
gap between HOMO and LUMO	8.75	eV
E	-1343.5846	Eh
SMILES string	O=C(Nc1ccc(Oc2cccnc2)cc1)C1CCN(Cc2ccc(F)cc2)CC1

Atom charges from the Mulliken analysis, given in e for atoms 1 to 6:
1. O -0.6707
2. C 0.0738
3. N -0.0491
4. C 0.5750
5. C -0.5042
6. C -1.0474



[2]
Formula: C23H30AsN3O3Rh
Source: the Open Molecules 2025 dataset
Level of theory: the ωB97M-V functional and the def2-TZVPD basis

```
! wB97M-V def2-TZVPD RIJCOSX def2/J DEFGRID3
* xyz 1 1
Rh 0.16334 -0.92019 -1.94720
C -0.34415 5.98055 5.19800
O -1.08196 5.09146 6.02589
C -0.94409 3.76989 5.83218
C -0.11028 3.20131 4.86444
C -0.04910 1.82584 4.73990
C -0.80832 1.00742 5.57716
C -1.58336 1.58432 6.58676
C -1.67556 2.95133 6.69628
N -0.76736 -0.40732 5.57016
N -0.44179 -1.06761 4.57203
C -0.59737 -0.68254 3.22640
C -1.65274 0.09582 2.77090
C -1.85821 0.32251 1.40298
C -0.99943 -0.22414 0.47635
O -1.13493 -0.03438 -0.86889
C 0.04958 -1.04760 0.92066
N 0.82451 -1.58012 -0.05367
C 1.81427 -2.39043 0.27039
C 2.08572 -2.72209 1.60266
C 1.31179 -2.19265 2.60933
C 0.25804 -1.31945 2.28265
H -0.61605 6.97940 5.52272
H -0.61450 5.85159 4.14821
H 0.72955 5.83424 5.32874
H 0.50225 3.82216 4.22734
H 0.62125 1.38910 4.01305
H -2.11885 0.93202 7.26414
H -2.28828 3.41867 7.45457
H -2.33839 0.51935 3.49141
H -2.68820 0.92352 1.05466
H 2.38998 -2.78030 -0.55940
H 2.89854 -3.39854 1.82328
H 1.49130 -2.44553 3.64573
C 0.61128 -2.78119 -4.84401
C 1.76255 -2.74139 -3.85360
C 2.04394 -4.14774 -3.32847
C 3.01396 -2.15175 -4.49987
O 1.47202 -1.95756 -2.69993
H 0.83570 -3.48663 -5.64323
H 0.46150 -1.80721 -5.30598
H -0.31376 -3.09369 -4.35358
H 2.29481 -4.82121 -4.14802
H 1.16640 -4.53819 -2.81137
H 2.88419 -4.13055 -2.63180
H 3.32877 -2.76119 -5.34624
H 3.82857 -2.11139 -3.77653
H 2.82056 -1.13741 -4.85337
C -2.26298 -0.67019 -4.84906
As -0.85844 0.18949 -3.83219
C 0.26918 0.98460 -5.19091
C -1.78188 1.76049 -3.18541
H -2.76832 0.08066 -5.45393
H -2.97508 -1.12248 -4.16114
H -1.85187 -1.44282 -5.49359
H -0.35864 1.51319 -5.90637
H 0.85902 0.23483 -5.71131
H 0.94542 1.68929 -4.70930
H -2.20032 2.30662 -4.02921
H -1.07953 2.39409 -2.64722
H -2.57425 1.46171 -2.50417
*
```

energy relative to the best compared isomer or geometry (same formula, charge and spin)	0.093	eV
largest force on an atom	1.5	eV Å⁻¹
M	574.3	g mol⁻¹
gap between HOMO and LUMO (spin up / spin down)	5.93 / 4.53	eV
E	-3630.4315	Eh

Atom charges from the Mulliken analysis, given in e for atoms 1 to 6:
1. Rh 0.7284
2. C -0.8303
3. O -0.4299
4. C 0.8823
5. C -0.4328
6. C -0.2370



[3]
Formula: C10H17N2O2
Source: the Open Molecules 2025 dataset
Level of theory: the ωB97M-V functional and the def2-TZVPD basis

```
! wB97M-V def2-TZVPD RIJCOSX def2/J DEFGRID3
* xyz -1 1
C -0.40740 2.03600 0.99230
C 0.05644 -0.01906 0.55740
C 0.55740 2.44556 -0.02812
C 0.58518 1.48101 -1.19496
C 1.87968 1.60513 -2.03101
C -0.62772 1.68097 -2.11385
C -1.84874 -1.39531 1.08873
C -0.06686 -1.06875 2.83692
C 0.33029 -2.42810 0.72832
C -0.36680 -1.25500 1.35765
N -1.25563 2.57108 1.63844
N 0.41021 0.12910 -0.69012
O 0.56254 -0.79437 -1.62661
O -2.21419 2.38359 2.44001
H 0.54310 3.51602 -0.35890
H 1.56673 2.65865 0.40817
H 1.86877 0.79294 -2.74070
H 2.74566 1.62811 -1.32373
H 1.84455 2.52961 -2.76658
H -0.75447 2.76658 -2.28201
H -1.58645 1.28715 -1.76145
H -0.48278 1.19546 -2.98722
H -1.90322 -1.04171 0.09429
H -2.16077 -2.52486 0.98417
H -2.46424 -0.80698 1.73699
H 0.98240 -1.11816 3.04767
H -0.65792 -1.77565 3.43958
H -0.46740 -0.15530 3.10042
H 1.44384 -2.28972 0.61524
H 0.01257 -2.46624 -0.26056
H 0.10727 -3.28933 1.31524
*
```

energy relative to the best compared isomer or geometry (same formula, charge and spin)	4.659	eV
largest force on an atom	3.4	eV Å⁻¹
M	197.3	g mol⁻¹
gap between HOMO and LUMO	6.22	eV
E	-651.0243	Eh

Atom charges from the Mulliken analysis, given in e for atoms 1 to 6:
1. C -0.0210
2. C -0.9085
3. C -0.8350
4. C 1.3252
5. C -1.6813
6. C -1.8189



[4]
Formula: C41H38N2O7PtTe
Source: the Open Molecules 2025 dataset
Level of theory: the ωB97M-V functional and the def2-TZVPD basis

```
! wB97M-V def2-TZVPD RIJCOSX def2/J DEFGRID3
* xyz 0 3
Pt -0.25473 -0.02113 -2.45768
C -2.48194 3.24284 3.51313
C -1.88281 2.32132 2.48418
C -1.59417 0.99432 2.76041
C -1.07511 0.14080 1.79818
C -0.87208 -1.27602 2.18803
O -1.19516 -2.21956 1.48478
C -0.24579 -1.56410 3.51937
C -0.54822 -2.76651 4.15402
C 0.06257 -3.09251 5.35299
C 0.99877 -2.23091 5.91226
C 1.31700 -1.04004 5.27612
C 0.68839 -0.70116 4.08664
C -0.79607 0.58447 0.46957
O -0.26564 -0.28046 -0.34135
C -1.03752 1.97064 0.19658
C -1.57207 2.77016 1.21617
C -0.74219 2.67393 -1.06653
N -0.55672 2.09760 -2.19363
C -0.21091 2.80066 -3.42594
C 1.27954 2.67960 -3.74710
Te 2.14325 0.77097 -3.15696
C 2.90117 1.66479 -1.39290
C 3.80745 2.71077 -1.52731
C 4.29237 3.36096 -0.40084
C 3.87375 2.96467 0.86215
C 2.98112 1.91018 0.99264
C 2.49825 1.25272 -0.13156
C -0.60735 4.16696 -1.00078
C -1.66011 5.00560 -1.34865
C -1.48779 6.38150 -1.31088
C -0.26543 6.92037 -0.93183
C 0.78412 6.08163 -0.58470
C 0.61506 4.70424 -0.61439
H -2.63559 2.72280 4.45837
H -3.44978 3.62626 3.18574
H -1.83640 4.10180 3.70544
H -1.79513 0.59963 3.75020
H -1.27018 -3.43002 3.69593
H -0.18735 -4.01878 5.85352
H 1.48116 -2.49048 6.84575
H 2.05317 -0.37413 5.70694
H 0.92848 0.22867 3.58750
H -1.76036 3.81392 0.99961
H -0.49092 3.85385 -3.38412
H -0.79932 2.33083 -4.21638
H 1.85249 3.43392 -3.20851
H 1.45005 2.81863 -4.81362
H 4.14311 3.02475 -2.50931
H 4.99947 4.17296 -0.51184
H 4.24695 3.47390 1.74131
H 2.65343 1.59527 1.97564
H 1.80684 0.42905 -0.03183
H -2.61059 4.57734 -1.64432
H -2.30885 7.03366 -1.57845
H -0.13282 7.99400 -0.90501
H 1.73766 6.49841 -0.28677
H 1.42862 4.04386 -0.33367
O 2.98702 -1.45813 -1.67977
C 1.94378 -2.13052 -1.70830
O 1.16298 -2.32608 -2.67999
C 1.52099 -2.77044 -0.36602
N 0.15263 -3.35052 -0.55417
C 0.17965 -4.77808 -0.12518
C 1.62369 -5.17905 -0.38351
C 2.40029 -3.94410 0.07720
H 1.46892 -1.97769 0.37501
H -0.01730 -3.25266 -1.57485
H -0.55152 -2.80103 -0.04206
H -0.56502 -5.33540 -0.68599
H -0.06760 -4.80326 0.93590
H 1.77216 -5.35130 -1.45185
H 1.90204 -6.08591 0.15012
H 3.39789 -3.86378 -0.34914
H 2.49648 -3.94886 1.16468
O -4.17489 -3.55300 -0.47347
C -3.31899 -3.75053 -1.47905
C -3.05999 -5.06719 -1.87520
C -2.19841 -5.32335 -2.92519
C -1.57362 -4.27718 -3.60036
C -1.83056 -2.97352 -3.21359
C -2.68381 -2.68261 -2.14613
C -2.99466 -1.26558 -1.73760
O -3.92043 -1.07402 -0.93617
O -2.34007 -0.30137 -2.26696
H -4.29677 -2.56025 -0.42956
H -3.56724 -5.86605 -1.34986
H -2.01484 -6.34777 -3.22652
H -0.89577 -4.47485 -4.41953
H -1.33220 -2.16536 -3.73914
*
```

energy relative to the best compared isomer or geometry (same formula, charge and spin)	0.260	eV
largest force on an atom	0.2	eV Å⁻¹
M	993.4	g mol⁻¹
gap between HOMO and LUMO (spin up / spin down)	7.18 / 6.92	eV
E	-2608.7239	Eh

Atom charges from the Mulliken analysis, given in e for atoms 1 to 6:
1. Pt 3.0225
2. C -1.6217
3. C -0.3620
4. C -0.3547
5. C 0.3920
6. C 0.2348



[5]
Formula: C2H3ClFP
Source: the Open Molecules 2025 dataset
Level of theory: the ωB97M-V functional and the def2-TZVPD basis

```
! wB97M-V def2-TZVPD RIJCOSX def2/J DEFGRID3
* xyz 0 1
F -1.32401 -1.49100 -0.72919
P -0.34240 -1.27962 0.55960
C -0.40084 0.53679 0.58562
C 0.76237 -0.15543 -0.43339
Cl 2.39259 0.21742 -0.13706
H -0.15007 1.12170 1.40868
H -1.21917 1.19008 0.21371
H 0.28155 -0.13994 -1.46796
*
```

energy relative to the best compared isomer or geometry (same formula, charge and spin)	0.911	eV
largest force on an atom	4.6	eV Å⁻¹
M	112.5	g mol⁻¹
gap between HOMO and LUMO	10.20	eV
E	-979.3819	Eh
SMILES string	FP1C[C@H]1Cl

Atom charges from the Mulliken analysis, given in e for atoms 1 to 6:
1. F -0.2932
2. P 0.2496
3. C -0.6179
4. C -0.1547
5. Cl -0.1633
6. H 0.3862



[6]
Formula: C34H37N5OSi
Source: the Open Molecules 2025 dataset
Level of theory: the ωB97M-V functional and the def2-TZVPD basis

```
! wB97M-V def2-TZVPD RIJCOSX def2/J DEFGRID3
* xyz 0 1
C 3.13301 -4.51920 -1.53844
Si 1.53273 -4.46831 -0.61578
C 0.28323 -5.62453 -1.35587
C 1.85230 -4.87351 1.17128
O 0.93241 -2.91571 -0.82828
C 0.84574 -1.73984 -0.03765
C -0.31227 -1.92977 0.99046
C -1.26626 -2.90661 0.69838
C -2.34350 -3.11819 1.55813
C -2.42860 -2.40545 2.75328
C -1.47859 -1.42985 3.04894
C -0.45117 -1.13553 2.14269
C 2.23583 -1.46110 0.55443
C 2.48067 -1.63613 1.92014
C 3.76315 -1.39003 2.41964
C 4.80749 -1.07101 1.55462
C 4.57287 -1.00783 0.17980
C 3.29146 -1.21713 -0.32941
C 0.42623 -0.65191 -1.10841
C -0.90701 -1.01051 -1.76327
C -1.93914 -0.23910 -0.97894
C -1.20829 1.03620 -0.49954
N 0.19598 0.67474 -0.51768
C 1.11564 1.38920 0.12530
C 0.89788 2.60812 0.77752
C -0.02581 3.62240 0.62682
C -0.19778 4.56605 1.70974
C -0.67114 5.88879 1.50230
C -0.64048 6.81519 2.54261
C -0.17157 6.46315 3.81878
C 0.24077 5.14346 4.04795
C 0.19557 4.19818 3.02651
H 3.60771 -5.49621 -1.37635
H 2.95133 -4.38023 -2.61008
H 3.81003 -3.73144 -1.19248
H 0.68891 -6.64319 -1.30032
H -0.67315 -5.60284 -0.82613
H 0.10418 -5.37548 -2.40803
H 1.98071 -5.96029 1.24482
H 2.77238 -4.39519 1.51976
H 1.03178 -4.57881 1.82986
H -1.18844 -3.49086 -0.21952
H -3.08651 -3.85798 1.26682
H -3.23960 -2.61511 3.45143
H -1.52693 -0.87626 3.98159
H 0.24515 -0.31002 2.34588
H 1.67655 -1.96507 2.58396
H 3.90881 -1.44902 3.49568
H 5.80415 -0.87469 1.95097
H 5.37633 -0.78886 -0.51653
H 3.10895 -1.19567 -1.40799
H 1.22546 -0.59194 -1.86231
H -0.90559 -0.66706 -2.80500
H -1.08861 -2.08177 -1.76192
H -2.81976 0.03392 -1.56279
H -2.24268 -0.80215 -0.09161
H -1.43641 1.86761 -1.19663
H -1.54898 1.37274 0.49435
H 2.10289 0.96863 0.26162
H 1.67669 2.78494 1.52338
H -0.52800 3.81844 -0.31650
H -1.00098 6.18110 0.50091
H -0.99455 7.83057 2.38062
H -0.15858 7.19006 4.63569
H 0.56856 4.83424 5.04065
H 0.48862 3.16067 3.22273
C -4.17649 2.70155 -5.31746
N -4.49716 1.41367 -5.16830
C -4.11573 0.73132 -4.09206
N -3.38925 1.24517 -3.06539
C -2.99323 2.49224 -3.14249
C -3.39461 3.32118 -4.33363
N -2.67314 4.46317 -4.25544
C -1.93442 4.37170 -3.09621
N -2.07359 3.20172 -2.41033
H -4.50781 3.23014 -6.21448
H -4.39926 -0.32270 -4.00832
H -1.29709 5.18385 -2.76850
*
```

largest force on an atom	3.5	eV Å⁻¹
M	559.8	g mol⁻¹
gap between HOMO and LUMO	4.95	eV
E	-1956.3100	Eh

Atom charges from the Mulliken analysis, given in e for atoms 1 to 6:
1. C -1.1161
2. Si 0.4903
3. C -1.1672
4. C -0.9541
5. O -0.3733
6. C 2.0653



[7]
Formula: CH2ClN3O4
Source: the Open Molecules 2025 dataset
Level of theory: the ωB97M-V functional and the def2-TZVPD basis

```
! wB97M-V def2-TZVPD RIJCOSX def2/J DEFGRID3
* xyz 0 1
O -0.80972 -1.55943 -1.29461
C -0.34594 -1.54725 -0.18298
Cl -0.78476 -2.68602 1.08208
N 0.44997 -0.53375 0.33625
O 0.98818 -0.34573 1.56495
N 0.53380 0.54999 -0.69024
N -0.26004 1.61815 -0.57025
O -0.55871 1.82297 0.62219
O -0.49320 2.30700 -1.49756
H 0.42717 0.02127 2.23161
H 0.85326 0.35279 -1.60146
*
```

energy relative to the best compared isomer or geometry (same formula, charge and spin)	0.000	eV
largest force on an atom	4.4	eV Å⁻¹
M	155.5	g mol⁻¹
gap between HOMO and LUMO	11.18	eV
E	-964.5120	Eh
SMILES string	O=C(Cl)N(O)N[N+](=O)[O-]

Atom charges from the Mulliken analysis, given in e for atoms 1 to 6:
1. O -0.4553
2. C 0.5467
3. Cl -0.1421
4. N 0.2310
5. O -0.3980
6. N -0.3590



[8]
Formula: C3H8N2O2
Source: the Open Molecules 2025 dataset
Level of theory: the ωB97M-V functional and the def2-TZVPD basis

```
! wB97M-V def2-TZVPD RIJCOSX def2/J DEFGRID3
* xyz -1 2
C 1.26288 1.54666 1.59083
C 1.66173 1.04952 0.37201
N 0.59213 1.27623 -0.44474
C -0.34944 1.94555 0.24257
N 0.00389 2.08235 1.51342
H 1.76332 1.20374 2.49876
H 2.67504 0.88407 0.06165
H 0.67857 1.21972 -1.46163
H -1.26362 2.24472 -0.25927
H -0.05843 -1.00954 0.75367
H -0.00215 -2.36061 1.29330
O -0.49085 -1.87574 0.61669
H -2.46651 -4.54391 -2.72730
H -1.71275 -3.31850 -2.12827
O -1.92006 -3.77434 -2.94810
*
```

energy relative to the best compared isomer or geometry (same formula, charge and spin)	1.442	eV
largest force on an atom	1.6	eV Å⁻¹
M	104.1	g mol⁻¹
gap between HOMO and LUMO (spin up / spin down)	2.62 / 8.98	eV
E	-379.0482	Eh

Atom charges from the Mulliken analysis, given in e for atoms 1 to 6:
1. C -0.2348
2. C -2.0372
3. N -0.2746
4. C -0.9933
5. N -0.5467
6. H 0.6087